A molecular structure, C23H56CuF8N2O29S11 in a non-equilibrium geometry. Source: OMol25; level of theory: ωB97M-V/def2-TZVPD.

Gap between HOMO and LUMO (spin up / spin down) in eV: 8.95 / 5.77
LUMO (spin up / spin down) in eV: -1.51 / -4.70
Charge: 0
2S+1: 2

Atoms and positions in Å:
Cu1 2.831 0.201 -2.101
N1 2.072 -0.271 -3.863
S1 1.874 -1.656 -4.618
O1 2.695 -1.948 -5.730
O2 0.622 -2.322 -4.530
F1 2.683 -2.450 -3.416
S2 1.220 0.651 -5.047
O3 -0.183 0.637 -4.884
O4 1.799 0.870 -6.318
F2 1.614 2.020 -4.306
C1 -1.347 -1.109 -1.426
F3 -1.852 -1.636 -0.323
F4 -0.747 -2.051 -2.119
F5 -2.318 -0.499 -2.086
S3 -0.096 0.235 -1.022
O5 0.041 0.946 -2.251
O6 -0.668 0.959 0.064
N2 1.415 -0.446 -0.687
S4 1.522 -0.924 0.829
O7 2.167 0.051 1.661
O8 0.321 -1.478 1.364
C2 2.689 -2.401 0.681
F6 3.488 -2.441 1.729
F7 2.002 -3.520 0.657
F8 3.382 -2.294 -0.448
O9 -3.437 -6.846 2.978
S5 -2.590 -5.695 2.909
O10 -2.396 -4.879 4.063
O11 -1.149 -6.134 2.359
C3 -0.639 -7.301 3.035
C4 0.714 -7.001 3.663
C5 -3.160 -4.660 1.563
H1 -0.659 -8.197 2.415
H2 -1.275 -7.558 3.886
H3 1.152 -7.931 4.044
H4 0.446 -6.470 4.572
H5 1.480 -6.519 3.077
H6 -2.784 -3.643 1.590
H7 -4.230 -4.763 1.447
H8 -2.669 -5.092 0.688
O12 -4.768 3.675 2.916
S6 -3.507 3.071 2.636
O13 -2.569 2.839 3.682
O14 -3.670 1.719 1.811
C6 -5.006 1.330 1.431
C7 -4.856 0.013 0.735
C8 -2.671 4.076 1.411
H9 -5.460 2.085 0.783
H10 -5.677 1.250 2.286
H11 -5.748 -0.476 0.341
H12 -4.485 -0.760 1.423
H13 -4.074 -0.034 -0.026
H14 -1.756 3.571 1.117
H15 -2.489 5.037 1.885
H16 -3.317 4.221 0.548
O15 5.872 -0.951 6.086
S7 4.897 0.086 6.035
O16 4.950 1.123 5.058
O17 3.512 -0.694 5.893
C9 2.305 0.104 5.738
C10 1.375 -0.785 4.962
C11 4.782 0.671 7.718
H17 2.484 1.056 5.237
H18 1.944 0.365 6.740
H19 0.440 -0.309 4.649
H20 1.014 -1.724 5.372
H21 1.905 -1.010 4.034
H22 3.762 0.933 7.985
H23 5.481 1.478 7.925
H24 5.119 -0.176 8.308
O18 6.573 0.997 0.033
S8 5.253 0.741 0.455
O19 4.178 0.487 -0.478
O20 5.208 -0.509 1.407
C12 6.371 -0.937 2.193
C13 7.431 -1.634 1.374
C14 4.666 1.961 1.586
H25 5.902 -1.596 2.922
H26 6.767 -0.053 2.700
H27 7.130 -2.634 1.062
H28 8.284 -1.791 2.043
H29 7.813 -1.046 0.547
H30 4.958 2.923 1.157
H31 5.212 1.855 2.525
H32 3.607 1.984 1.807
O21 -6.535 -3.662 -2.358
S9 -5.124 -3.538 -2.233
O22 -4.538 -3.686 -0.948
O23 -4.502 -4.712 -3.144
C15 -4.979 -4.875 -4.479
C16 -4.646 -6.295 -4.910
C17 -4.572 -2.120 -3.132
H33 -4.571 -4.096 -5.132
H34 -6.070 -4.812 -4.539
H35 -5.001 -6.599 -5.894
H36 -5.334 -6.917 -4.323
H37 -3.615 -6.537 -4.676
H38 -4.921 -1.182 -2.724
H39 -5.006 -2.359 -4.106
H40 -3.508 -2.225 -3.326
O24 -3.547 5.168 -2.757
S10 -2.918 4.624 -3.917
O25 -3.607 4.665 -5.168
O26 -1.381 5.051 -4.061
C18 -0.860 5.193 -5.434
C19 0.361 6.080 -5.328
C20 -2.642 2.890 -3.511
H41 -1.594 5.725 -6.037
H42 -0.700 4.156 -5.725
H43 0.972 5.746 -4.488
H44 0.103 7.110 -5.070
H45 0.856 6.124 -6.296
H46 -3.600 2.548 -3.125
H47 -1.867 2.880 -2.752
H48 -2.430 2.330 -4.417
O27 1.951 2.420 -1.011
S11 1.868 3.708 -0.388
O28 3.079 4.381 -0.050
O29 0.976 4.608 -1.356
C21 0.935 6.046 -1.156
C22 -0.552 6.384 -1.144
C23 0.732 3.599 1.016
H49 1.472 6.527 -1.972
H50 1.323 6.432 -0.208
H51 -1.141 6.280 -0.233
H52 -1.065 5.915 -1.977
H53 -0.656 7.463 -1.333
H54 -0.065 3.008 0.574
H55 0.511 4.608 1.340
H56 1.240 2.983 1.756

=====

4 unconnected molecules or ions with the total composition C21H40F3NO10P2 in a non-equilibrium geometry. Source: OMol25; level of theory: ωB97M-V/def2-TZVPD.

Gap between HOMO and LUMO in eV: 8.41
LUMO in eV: -0.06
Charge: 0

Atoms and positions in Å:
C1 1.544 1.948 2.290
C2 0.647 0.607 2.585
C3 -0.877 0.602 1.968
C4 -0.975 0.237 0.373
C5 -0.271 1.333 -0.631
F1 -0.661 2.759 -0.321
F2 1.204 1.160 -0.786
F3 -0.850 1.076 -2.003
C6 0.426 0.736 4.238
O1 -0.639 1.164 4.920
O2 1.767 0.278 4.722
C7 2.388 -0.847 3.945
P1 2.317 -2.265 5.223
N1 1.541 -3.599 4.722
P2 4.242 -0.355 3.611
O3 4.696 0.895 4.507
O4 4.530 0.121 1.949
O5 5.363 -1.655 3.954
C8 1.383 -0.873 2.634
C9 1.886 -1.573 1.239
O6 2.970 -2.561 1.473
O7 2.517 -3.782 1.463
H1 2.525 1.769 1.678
H2 1.822 2.483 3.320
H3 0.930 2.775 1.686
H4 -1.316 1.688 2.099
H5 -1.585 -0.173 2.531
H6 -0.608 -0.854 0.095
H7 -2.137 0.248 0.100
H8 1.607 -1.766 6.407
H9 3.659 -2.715 5.622
H10 1.241 -3.432 3.737
H11 4.785 -0.686 1.378
H12 5.866 -1.940 3.126
H13 0.456 -1.565 2.929
H14 2.304 -0.801 0.449
H15 1.004 -2.180 0.729
H16 2.323 -4.110 0.536
C10 -0.357 5.285 -4.461
C11 -0.723 4.085 -3.626
C12 -2.116 4.440 -3.154
O8 -2.707 5.253 -4.177
C13 -1.681 5.640 -5.102
H17 0.431 5.088 -5.193
H18 -0.025 6.103 -3.811
H19 -0.759 3.190 -4.258
H20 -0.029 3.894 -2.803
H21 -2.085 5.032 -2.233
H22 -2.737 3.557 -2.980
H23 -1.837 5.077 -6.028
H24 -1.768 6.707 -5.323
C14 -6.109 -1.755 -0.357
C15 -6.315 -0.625 0.619
C16 -5.263 -0.915 1.667
O9 -4.175 -1.564 0.995
C17 -4.607 -1.932 -0.322
H25 -6.491 -1.545 -1.359
H26 -6.601 -2.661 0.016
H27 -6.101 0.332 0.129
H28 -7.326 -0.579 1.031
H29 -5.641 -1.602 2.431
H30 -4.902 -0.008 2.160
H31 -4.112 -1.264 -1.035
H32 -4.301 -2.960 -0.537
C18 3.092 -1.861 -3.701
C19 1.838 -2.629 -4.031
C20 1.564 -3.360 -2.735
O10 2.066 -2.533 -1.676
C21 2.864 -1.490 -2.252
H33 3.258 -0.992 -4.342
H34 3.964 -2.521 -3.784
H35 1.021 -1.929 -4.245
H36 1.946 -3.301 -4.886
H37 2.100 -4.315 -2.696
H38 0.499 -3.552 -2.579
H39 2.302 -0.554 -2.166
H40 3.798 -1.389 -1.692

=====

A molecular structure, C20H40AsBF6Mg2NO19 in a non-equilibrium geometry. Source: OMol25; level of theory: ωB97M-V/def2-TZVPD.

Gap between HOMO and LUMO in eV: 8.10
LUMO in eV: -2.74
Charge: +1

Atoms and positions in Å:
Mg1 -1.239 -2.452 0.993
Mg2 1.345 2.906 0.127
O1 -1.993 -5.535 -7.222
C1 -1.435 -5.174 -6.199
O2 -2.070 -4.522 -5.131
B1 -0.986 -3.828 -4.344
O3 0.253 -4.436 -4.810
C2 0.064 -5.278 -5.877
O4 0.926 -5.816 -6.529
O5 -1.206 -4.142 -2.976
C3 -1.144 -2.949 -2.244
O6 -1.103 -2.830 -1.007
C4 -1.052 -1.761 -3.282
O7 -1.041 -2.328 -4.489
O8 -1.016 -0.572 -3.089
N1 0.622 -0.055 0.426
O9 -0.268 -0.711 0.940
O10 1.399 -0.762 -0.196
O11 0.698 1.122 0.539
As1 -1.606 3.840 -1.624
F1 -2.554 2.696 -0.666
F2 -1.550 4.937 -0.218
F3 -0.535 5.077 -2.532
F4 -1.568 2.710 -3.080
F5 -3.115 4.758 -2.143
F6 -0.136 3.090 -0.952
C5 2.072 2.134 -2.729
O12 2.439 2.354 -1.329
C6 3.584 1.649 -1.096
C7 4.076 2.012 0.343
O13 3.029 2.485 1.174
C8 3.508 3.203 2.358
H1 2.853 2.246 -3.481
H2 1.210 2.703 -3.077
H3 1.836 1.092 -2.946
H4 4.339 1.908 -1.839
H5 3.430 0.574 -1.187
H6 4.890 2.734 0.281
H7 4.615 1.201 0.833
H8 4.203 2.488 2.799
H9 2.646 3.401 2.996
H10 4.060 4.129 2.196
C9 -3.243 -0.353 -0.159
O14 -2.857 -1.574 0.385
C10 -3.962 -2.479 0.531
C11 -3.514 -3.655 1.413
O15 -2.154 -4.129 1.252
C12 -1.962 -5.490 1.681
H11 -2.957 -0.312 -1.210
H12 -2.539 0.393 0.210
H13 -4.265 -0.047 0.062
H14 -4.194 -2.863 -0.462
H15 -4.868 -1.967 0.854
H16 -4.194 -4.502 1.317
H17 -3.449 -3.372 2.464
H18 -2.136 -5.566 2.754
H19 -0.927 -5.789 1.517
H20 -2.669 -6.165 1.199
C13 -2.302 -1.254 3.539
O16 -1.506 -2.186 2.944
C14 -0.382 -2.582 3.763
C15 0.810 -2.880 2.843
O17 0.375 -3.265 1.570
C16 1.402 -3.760 0.718
H21 -1.720 -0.365 3.782
H22 -2.773 -1.739 4.394
H23 -3.059 -0.993 2.800
H24 -0.551 -3.495 4.334
H25 -0.155 -1.756 4.437
H26 1.419 -3.691 3.242
H27 1.425 -1.982 2.784
H28 1.874 -4.622 1.189
H29 2.119 -2.967 0.508
H30 1.069 -4.053 -0.278
C17 -0.336 3.173 2.648
O18 0.626 3.677 1.682
C18 0.847 5.080 1.852
C19 1.460 5.651 0.516
O19 2.048 4.612 -0.230
C20 2.855 5.021 -1.325
H31 -1.300 3.603 2.377
H32 -0.095 3.289 3.704
H33 -0.428 2.091 2.545
H34 1.522 5.259 2.689
H35 -0.056 5.659 2.042
H36 2.191 6.443 0.680
H37 0.656 6.122 -0.050
H38 2.432 4.867 -2.318
H39 3.835 4.548 -1.392
H40 3.105 6.066 -1.507

=====

Relative energy (zero: lowest compared OMol25 entry of this formula, charge and spin): 9.3, 721.9, 474.8 (kJ/mol)